# 1
DFT (the ωB97M-V functional and the def2-TZVPD basis) results for C11H7F3InN3O3S as an isolated structure.

- total charge = 0

Positions of all 29 atoms, in Å:
In (-0.53970, 0.36050, 0.75610)
F (3.13320, -1.17720, 4.63970)
C (3.39190, 0.03190, 4.10550)
F (2.62310, 0.91520, 4.75120)
F (4.65640, 0.32810, 4.43640)
C (3.18400, 0.01400, 2.61490)
C (4.26890, -0.04890, 1.75260)
C (4.05150, -0.13890, 0.38410)
C (2.74420, -0.18880, -0.06780)
N (1.71300, -0.14630, 0.75820)
C (1.88730, -0.01150, 2.07760)
S (0.44260, 0.11700, 3.01870)
H (5.27210, -0.00950, 2.15370)
H (4.87730, -0.17210, -0.30730)
H (2.49340, -0.26540, -1.11780)
O (-3.30960, -2.01500, -1.36680)
C (-2.40870, -1.41520, -0.95430)
N (-1.42010, -0.83370, -0.62820)
O (2.27170, 2.72070, -0.54320)
C (1.15940, 3.10540, -0.28790)
C (0.65540, 4.54460, -0.27740)
C (-0.83070, 4.42960, 0.07650)
C (-0.99520, 2.95710, 0.36240)
O (-1.97780, 2.36530, 0.81090)
N (0.12470, 2.29160, 0.08700)
H (0.84710, 5.00760, -1.24470)
H (1.22920, 5.09870, 0.46710)
H (-1.48170, 4.71150, -0.75340)
H (-1.12320, 5.01350, 0.95010)

Force components x, y, z for each atom (eV/Å):
In 0.241 -0.147 -0.010
F -0.103 -0.068 -0.041
C 0.117 -0.089 0.244
F -0.116 0.134 -0.089
F 0.298 0.017 -0.183
C -0.047 0.044 -0.036
C -0.305 0.067 -0.009
C -0.134 -0.071 0.038
C 0.520 -0.067 -0.229
N -0.385 0.026 0.055
C 0.738 -0.189 0.304
S -0.924 0.017 -0.127
H 0.005 -0.033 -0.001
H 0.012 0.006 -0.079
H 0.121 0.025 -0.009
O -1.161 -0.644 -0.316
C 0.565 0.214 -0.020
N 0.676 0.624 0.616
O 0.254 0.145 -0.160
C 0.229 0.209 -0.013
C 0.079 0.129 -0.037
C -0.068 0.166 0.031
C 0.095 1.002 -0.145
O -0.311 -0.568 0.196
N -0.298 -0.856 0.010
H -0.001 -0.022 0.021
H -0.024 -0.012 -0.031
H -0.033 -0.025 0.099
H -0.040 -0.034 -0.079

---

# 2
DFT (the ωB97M-V functional and the def2-TZVPD basis) results for a 2-piece molecular cluster, C4H8N overall.

- total charge = +1

Positions of all 13 atoms, in Å:
C (-0.62490, -1.96977, 1.57540)
C (0.64510, -1.16889, 1.69189)
C (-0.32785, -1.41398, 0.17521)
C (0.47117, -0.44574, 0.51715)
N (-0.52982, 2.53249, -1.29229)
H (-0.52280, -2.99990, 1.82716)
H (-1.51929, -1.55300, 1.97610)
H (1.51296, -1.33173, 2.34097)
H (-0.67611, -1.71014, -0.83782)
H (0.96094, 0.35435, 0.06935)
H (-1.50513, 2.45258, -0.82538)
H (-0.54006, 3.08176, -2.14887)
H (-0.06697, 3.18616, -0.68329)

Force components x, y, z for each atom (eV/Å):
C 0.831 0.430 -0.349
C -0.061 -0.037 0.455
C -3.207 -2.729 -2.033
C 1.706 2.110 2.114
N -1.580 -0.228 1.359
H -0.121 -0.883 -0.204
H -0.434 0.497 0.454
H -0.102 -0.050 -0.384
H 0.655 -0.386 0.739
H 0.704 1.149 -0.910
H 1.927 0.424 -1.685
H -0.755 -0.426 -0.133
H 0.436 0.129 0.577

---

# 3
DFT (the ωB97M-V functional and the def2-TZVPD basis) results for C15H24BCdNO2 as an isolated structure.

- total charge = +2

Positions of all 44 atoms, in Å:
C (0.85093, 0.06819, 4.66434)
C (0.19033, 0.89257, 3.47872)
O (0.96971, 1.57204, 2.75142)
O (-1.18406, 0.97952, 3.18676)
C (-1.92031, -0.21313, 3.57485)
C (-3.02035, -0.47096, 2.40251)
C (-2.46432, -1.65941, 1.48476)
C (-2.76489, -1.44952, -0.09424)
C (-1.93272, -2.58468, -0.86794)
C (-1.27014, -2.09596, -2.23899)
C (-0.39609, -0.76270, -2.06613)
C (1.15424, -0.90603, -2.46572)
B (1.52713, 0.36152, -3.41292)
C (2.28135, 1.71654, -2.87458)
C (2.12873, 2.00245, -1.38117)
C (2.75277, 3.26918, -0.78114)
C (3.46717, 4.08654, -1.85856)
C (3.51782, 3.56884, -3.29745)
N (2.96673, 2.41625, -3.89988)
H (0.21717, 0.00371, 5.60500)
H (0.99560, -1.01593, 4.29391)
H (1.90126, 0.44227, 4.91361)
H (-2.50129, 0.01126, 4.53864)
H (-1.30283, -1.16494, 3.62638)
H (-3.96362, -0.85355, 2.91848)
H (-3.29592, 0.47904, 1.84381)
H (-1.31366, -1.70980, 1.56183)
H (-2.94102, -2.64287, 1.80060)
H (-2.49024, -0.38320, -0.39756)
H (-3.88212, -1.59069, -0.31636)
H (-1.09812, -2.96045, -0.18267)
H (-2.64049, -3.46446, -1.03419)
H (-2.10510, -1.96362, -3.00633)
H (-0.60294, -2.94426, -2.64495)
H (-0.41735, -0.41758, -0.97270)
H (-0.84262, 0.05855, -2.73967)
H (1.22502, -1.84558, -3.13801)
H (1.86833, -1.06437, -1.56300)
H (1.23223, 0.26292, -4.56512)
H (1.55386, 1.28506, -0.71154)
H (2.71609, 3.61026, 0.29741)
H (3.95988, 5.07550, -1.58677)
H (4.10769, 4.22965, -4.03262)
Cd (2.76613, -2.22818, -0.81282)

Force components x, y, z for each atom (eV/Å):
C -0.461 -1.031 -0.234
C 2.213 2.594 -1.775
O -2.678 -2.325 2.077
O 2.838 -1.824 1.092
C -2.704 -0.013 -0.410
C 0.408 -1.096 0.988
C -0.434 0.978 -1.219
C 0.027 -0.688 0.641
C -0.074 0.484 -0.042
C -0.316 -0.757 -0.039
C 0.244 -0.247 0.461
C -2.045 -1.808 -2.272
B 1.528 1.674 1.241
C -0.717 -1.315 0.147
C 1.851 2.726 -0.193
C 0.603 -0.642 -4.677
C -1.851 -2.796 1.052
C 0.329 0.203 -0.601
N -0.138 2.186 5.833
H 0.702 0.207 -1.270
H -0.330 1.563 0.564
H -1.747 -0.122 -0.591
H 1.192 -0.467 -1.205
H -0.512 1.469 0.292
H 1.169 0.646 -0.726
H 0.635 -1.176 0.695
H -1.664 -0.042 0.090
H 0.916 1.147 -0.301
H -0.273 -1.433 0.378
H 1.639 0.302 0.357
H -0.988 0.440 -0.769
H 1.174 1.079 -0.029
H 1.258 0.071 0.967
H -0.946 1.239 0.505
H -0.205 -0.152 -1.638
H 0.686 -0.880 1.071
H 0.141 1.240 1.069
H -1.202 2.237 -0.874
H -0.333 -0.104 0.285
H 0.713 1.114 -1.056
H -0.116 -0.691 -1.505
H -0.680 -1.530 -0.609
H -1.014 -1.079 1.269
Cd 1.161 -1.383 0.959

---

# 4
DFT (the ωB97M-V functional and the def2-TZVPD basis) results for a 14-piece molecular cluster, C42H98N14O14 overall.

- total charge = 0

Positions of all 168 atoms, in Å:
C (-22.96624, -1.38727, 1.75808)
O (-22.91374, -2.45423, 1.18525)
N (-22.59659, -1.16973, 3.03055)
C (-22.47750, 0.16736, 3.58785)
C (-22.29421, -2.31405, 3.88343)
H (-23.27850, -0.45966, 1.24363)
H (-22.37615, 0.84533, 2.73835)
H (-21.62688, 0.25235, 4.25478)
H (-23.41982, 0.44751, 4.06900)
H (-23.16712, -2.58161, 4.47582)
H (-21.81755, -3.13908, 3.36706)
H (-21.51882, -1.98053, 4.58348)
C (-16.88629, 0.58319, 2.16085)
O (-17.66587, 0.13027, 1.33332)
N (-17.12795, 0.59244, 3.47781)
C (-16.09608, 1.00993, 4.43113)
C (-18.35609, 0.09996, 4.05363)
H (-15.88230, 0.95824, 1.91715)
H (-16.48912, 0.88999, 5.44023)
H (-15.87004, 2.07551, 4.38952)
H (-15.23329, 0.35110, 4.34137)
H (-18.21078, -0.69635, 4.78597)
H (-18.84276, 0.93389, 4.56341)
H (-19.02053, -0.30760, 3.29497)
C (-15.21775, 4.35259, 0.41370)
O (-16.32799, 4.44294, -0.08254)
N (-14.26867, 3.46606, 0.01496)
C (-13.00768, 3.37623, 0.72731)
C (-14.39952, 2.66024, -1.18956)
H (-14.84764, 4.94109, 1.26963)
H (-12.95812, 2.39092, 1.19818)
H (-12.93028, 4.08155, 1.55573)
H (-12.15930, 3.58142, 0.07493)
H (-13.52056, 2.81336, -1.81431)
H (-14.48635, 1.61251, -0.89802)
H (-15.29553, 2.94423, -1.73349)
C (-18.18903, 5.81808, -5.24619)
O (-18.59980, 6.70745, -5.97335)
N (-16.88626, 5.53664, -5.04638)
C (-16.49857, 4.37624, -4.28772)
C (-15.86701, 6.25462, -5.76981)
H (-18.90887, 5.17310, -4.71498)
H (-15.72731, 4.67102, -3.56006)
H (-15.97082, 3.61858, -4.87254)
H (-17.33453, 4.02849, -3.68626)
H (-15.48616, 5.66753, -6.61610)
H (-16.26360, 7.15564, -6.22753)
H (-15.02946, 6.46296, -5.10278)
C (-25.83200, 5.43196, 3.96377)
O (-26.39752, 5.99482, 3.04796)
N (-25.27014, 4.20181, 3.85913)
C (-25.16147, 3.52651, 2.59320)
C (-24.74853, 3.52644, 5.02906)
H (-25.70892, 5.86753, 4.96594)
H (-25.60001, 4.08881, 1.78056)
H (-25.73402, 2.59285, 2.65330)
H (-24.13192, 3.26459, 2.33946)
H (-24.82040, 4.12926, 5.93093)
H (-25.32485, 2.61469, 5.20892)
H (-23.70173, 3.26654, 4.85841)
C (-18.46983, 6.54757, 0.27379)
O (-18.28819, 7.03356, 1.37616)
N (-18.71794, 7.25182, -0.84332)
C (-19.27878, 6.56521, -1.99360)
C (-18.73371, 8.68555, -0.80908)
H (-18.49512, 5.46741, 0.09471)
H (-18.96468, 5.52250, -2.05050)
H (-18.86222, 7.07528, -2.86190)
H (-20.36569, 6.51588, -2.00349)
H (-19.66293, 9.11700, -0.40976)
H (-17.93488, 9.16022, -0.24660)
H (-18.71442, 9.08182, -1.82808)
C (-18.81713, -0.36582, -6.96690)
O (-18.32131, -1.39966, -7.36996)
N (-18.09231, 0.72819, -6.62325)
C (-18.65369, 1.86464, -5.90239)
C (-16.66830, 0.76605, -6.86394)
H (-19.89187, -0.20983, -6.79640)
H (-19.73470, 1.82859, -6.03795)
H (-18.33876, 2.75331, -6.46210)
H (-18.24584, 1.87525, -4.89025)
H (-16.39786, 0.17614, -7.73616)
H (-16.31406, 1.78650, -7.02741)
H (-16.11176, 0.39512, -5.99575)
C (-20.64999, 3.24474, -8.75370)
O (-20.73214, 2.03848, -8.69389)
N (-21.16585, 4.11630, -7.87122)
C (-21.12101, 5.55646, -8.02723)
C (-21.91982, 3.70197, -6.70825)
H (-20.11805, 3.74607, -9.57852)
H (-20.59689, 5.93845, -7.14211)
H (-22.13614, 5.95899, -8.03809)
H (-20.52126, 5.89906, -8.86852)
H (-22.84398, 4.29646, -6.67884)
H (-22.23613, 2.67018, -6.82721)
H (-21.42960, 3.98944, -5.77595)
C (-24.36870, 7.61911, -5.36441)
O (-24.24018, 8.63456, -6.00167)
N (-23.40228, 7.04144, -4.61736)
C (-23.64316, 5.72220, -4.02460)
C (-22.08617, 7.62833, -4.47097)
H (-25.30651, 7.04817, -5.27486)
H (-22.66697, 5.24162, -3.91336)
H (-24.13611, 5.04643, -4.72413)
H (-24.14394, 5.81404, -3.06176)
H (-21.81344, 7.53633, -3.42680)
H (-21.36285, 7.25192, -5.20611)
H (-22.06292, 8.65854, -4.83666)
C (-18.55116, 3.69620, 5.61228)
O (-17.37073, 3.96231, 5.57539)
N (-19.37368, 3.85620, 4.53334)
C (-20.55413, 3.03993, 4.37605)
C (-19.01286, 4.65440, 3.38760)
H (-19.12822, 3.31302, 6.46920)
H (-21.35749, 3.71972, 4.05948)
H (-20.98684, 2.59574, 5.27574)
H (-20.41199, 2.25588, 3.63026)
H (-19.50787, 5.63091, 3.39371)
H (-17.95266, 4.89048, 3.37316)
H (-19.29335, 4.16482, 2.45624)
C (-15.98290, -0.71702, -1.38623)
O (-14.79980, -0.89727, -1.63139)
N (-16.97667, -0.77102, -2.30948)
C (-18.37048, -0.78406, -1.92984)
C (-16.73096, -1.09430, -3.70276)
H (-16.38911, -0.34112, -0.42765)
H (-18.93449, -0.13264, -2.59888)
H (-18.62062, -0.48434, -0.91347)
H (-18.75952, -1.80403, -2.04959)
H (-16.69404, -2.17797, -3.81594)
H (-17.40699, -0.59962, -4.39646)
H (-15.75037, -0.68534, -3.95696)
C (-21.34919, 3.18762, -2.21865)
O (-20.87952, 3.59051, -3.26926)
N (-20.58436, 2.86624, -1.14477)
C (-19.14092, 2.72295, -1.22774)
C (-21.10093, 2.75160, 0.20025)
H (-22.42128, 3.10086, -1.98860)
H (-18.80408, 1.90619, -0.59035)
H (-18.62853, 3.64392, -0.94265)
H (-18.85961, 2.51621, -2.26104)
H (-20.79435, 3.61555, 0.79984)
H (-22.17339, 2.63551, 0.35199)
H (-20.61451, 1.88350, 0.66381)
C (-22.53144, -0.87645, -4.60107)
O (-21.70193, -0.24153, -5.22549)
N (-22.63911, -0.91776, -3.25625)
C (-23.48633, -1.87190, -2.59039)
C (-21.67146, -0.18430, -2.47273)
H (-23.28606, -1.51348, -5.09301)
H (-22.92865, -2.51477, -1.90380)
H (-23.97855, -2.54185, -3.29141)
H (-24.21986, -1.37444, -1.94891)
H (-21.10291, -0.84895, -1.81790)
H (-21.00403, 0.43448, -3.05844)
H (-22.19309, 0.48110, -1.77307)
C (-24.11128, 5.89234, 0.27174)
O (-23.61568, 4.95717, -0.32572)
N (-23.66322, 7.15787, 0.25636)
C (-22.59897, 7.53609, -0.65951)
C (-24.33294, 8.19070, 1.03022)
H (-25.02976, 5.80202, 0.86841)
H (-21.90788, 8.10875, -0.03674)
H (-22.99011, 8.09860, -1.50764)
H (-22.03640, 6.68733, -1.03075)
H (-25.09229, 8.72193, 0.45650)
H (-24.75402, 7.69801, 1.90582)
H (-23.60727, 8.91249, 1.40646)

Force components x, y, z for each atom (eV/Å):
C 0.409 0.284 -0.599
O -0.348 -0.149 0.013
N 0.492 -0.597 0.538
C -1.097 -0.167 -0.946
C 0.796 0.922 0.714
H 0.005 0.017 -0.032
H 0.262 0.186 0.158
H 0.035 -0.045 0.046
H 0.235 0.093 0.464
H -0.032 -0.418 -0.131
H -0.572 -0.113 -0.431
H -0.186 0.006 0.120
C -0.461 -0.726 0.095
O 0.104 0.426 -0.148
N 0.386 0.124 0.731
C -0.315 -0.062 0.259
C -0.538 0.058 -0.043
H 0.002 0.149 -0.171
H -0.065 -0.198 -0.064
H 0.234 -0.083 -0.405
H 0.230 0.309 -0.010
H 0.389 0.033 0.002
H -0.172 -0.098 0.065
H 0.107 0.206 -0.224
C 0.257 -0.838 -0.315
O 0.185 0.230 0.071
N 0.037 0.968 0.105
C -0.202 -0.202 0.364
C -0.184 -0.115 0.523
H -0.372 0.175 -0.006
H 0.462 -0.098 -0.273
H -0.376 0.203 -0.142
H 0.025 -0.317 -0.100
H 0.026 -0.132 -0.068
H 0.161 -0.114 -0.303
H -0.050 0.110 0.078
C -0.414 0.191 -0.469
O 0.020 0.117 0.063
N -0.394 -0.233 -0.107
C 1.117 0.551 0.893
C 0.377 -0.199 -0.483
H 0.285 -0.175 0.196
H -0.182 0.156 0.057
H -0.641 -0.250 -0.295
H -0.099 -0.390 -0.325
H 0.012 -0.180 0.191
H -0.158 0.130 0.387
H -0.042 0.175 -0.030
C -0.002 -0.424 -0.473
O 0.115 0.340 0.062
N 0.268 0.725 0.541
C -0.522 -0.966 -0.045
C -0.018 -0.309 -0.325
H -0.155 0.034 0.067
H 0.010 0.292 0.142
H 0.120 -0.070 -0.078
H 0.098 0.194 0.114
H -0.032 0.250 -0.138
H 0.128 -0.097 0.011
H 0.038 -0.103 0.134
C -0.423 0.034 0.541
O 0.240 -0.011 -0.018
N -0.045 -0.404 0.024
C 0.697 0.074 -0.287
C -0.797 1.182 -0.479
H 0.098 -0.083 0.087
H 0.265 0.068 0.240
H -0.482 -0.124 -0.308
H -0.053 0.408 -0.132
H -0.030 -0.357 0.237
H 0.255 -0.509 0.103
H 0.299 -0.239 -0.035
C -0.047 0.176 0.402
O -0.039 -0.064 -0.231
N 0.353 0.419 -0.064
C 0.189 -0.374 -1.570
C 0.343 -0.121 0.244
H -0.015 -0.154 -0.086
H -0.047 -0.091 0.768
H 0.079 0.213 0.393
H -0.496 0.226 0.205
H -0.131 -0.161 0.074
H -0.318 0.103 -0.066
H 0.074 -0.121 -0.120
C 0.030 0.253 -0.234
O 0.023 -0.493 0.195
N -0.219 0.377 0.034
C 0.688 0.049 0.782
C -0.832 0.508 -0.321
H -0.004 0.124 -0.044
H -0.220 0.300 -0.101
H 0.077 0.101 -0.249
H -0.234 -0.289 -0.258
H -0.043 -0.056 -0.207
H 0.461 -0.212 0.442
H 0.334 -0.658 0.043
C 0.311 -0.375 0.571
O -0.125 0.557 -0.400
N -0.191 -0.399 -0.166
C 0.914 0.176 -0.355
C -0.018 0.516 -1.181
H -0.198 0.039 -0.277
H -0.052 0.098 0.407
H -0.522 0.252 0.141
H -0.072 -0.327 -0.003
H 0.571 0.075 -0.090
H 0.157 -0.906 0.628
H -0.688 0.225 0.705
C -0.196 0.050 -1.376
O 0.095 0.142 0.807
N -0.211 -0.635 0.659
C -1.080 0.993 -0.100
C 0.317 0.613 -0.328
H 0.404 -0.241 0.241
H -0.035 -0.278 -0.410
H 0.736 -0.022 0.326
H 0.014 0.049 -0.083
H -0.187 -0.137 0.114
H 0.060 -0.284 0.048
H 0.138 -0.192 -0.003
C -0.233 0.720 -0.566
O -0.195 -0.011 0.232
N -0.368 0.361 0.214
C -0.604 -0.372 -0.245
C 1.267 0.143 0.284
H 0.258 -0.471 0.038
H 0.058 -0.051 -0.070
H 0.686 0.103 0.154
H -0.129 0.100 -0.084
H -0.194 0.019 -0.442
H -0.544 -0.270 0.304
H 0.120 -0.324 0.102
C 0.606 0.511 0.819
O -0.214 -0.255 -0.317
N -0.402 -0.411 0.088
C 0.038 0.415 -0.576
C 0.472 -0.366 0.799
H -0.061 0.113 -0.229
H -0.025 0.032 0.064
H 0.100 -0.116 0.181
H -0.087 -0.068 0.004
H -0.067 0.107 -0.071
H -0.106 0.148 -0.764
H -0.110 -0.005 0.025
C 0.120 -0.235 -0.350
O -0.257 0.051 0.137
N 0.653 0.128 -0.349
C -0.127 -0.177 0.753
C -0.482 0.191 1.267
H 0.025 0.057 -0.073
H 0.295 0.067 -0.107
H -0.109 0.259 -0.181
H -0.165 0.039 -0.230
H 0.124 -0.199 -0.242
H -0.114 -0.195 -0.432
H -0.107 0.051 -0.109
C -0.497 0.447 0.154
O 0.253 -0.511 -0.253
N 0.172 -0.205 -0.580
C 0.197 0.285 0.861
C 0.248 -0.319 0.238
H 0.061 -0.105 0.209
H 0.165 0.398 -0.524
H 0.083 0.229 0.065
H -0.405 -0.346 0.122
H -0.073 -0.020 0.024
H -0.398 0.208 -0.095
H 0.102 -0.015 -0.156

---

| no. | total energy (hartree) |
| --- | --- |
| 1 | -1701.427280 |
| 2 | -211.577318 |
| 3 | -982.791295 |
| 4 | -3479.050524 |